(1)
Here is a cluster of 9 separate species, C38H41Br8N5O10 in total in a non-equilibrium geometry from the OMol25 dataset. Energies are from the ωB97M-V functional and the def2-TZVPD basis.

```
! wB97M-V def2-TZVPD RIJCOSX def2/J DEFGRID3
* xyz 0 1
Br 9.60 17.95 17.15
C 11.21 19.06 17.22
C 12.04 18.67 18.46
Br 13.60 19.93 18.45
H 10.88 20.09 17.20
H 11.69 18.88 16.27
H 12.49 17.71 18.39
H 11.53 18.77 19.42
Br 7.24 11.10 14.02
C 6.92 10.92 15.98
C 7.59 9.67 16.44
Br 7.01 9.31 18.26
H 5.84 10.91 16.05
H 7.37 11.81 16.39
H 8.68 9.73 16.45
H 7.25 8.83 15.88
Br 10.70 19.72 13.63
C 8.89 20.52 13.35
C 7.85 19.76 14.21
Br 6.14 20.61 13.84
H 8.66 20.31 12.32
H 8.87 21.53 13.67
H 8.03 19.91 15.28
H 7.80 18.73 13.84
Br 11.87 9.41 15.20
C 11.18 8.22 13.82
C 10.40 9.07 12.83
Br 9.55 7.92 11.50
H 10.45 7.50 14.30
H 12.07 7.76 13.44
H 11.05 9.65 12.18
H 9.60 9.63 13.29
C 14.94 11.92 8.77
C 15.85 12.85 9.29
C 15.87 13.09 10.67
C 15.02 12.28 11.44
C 14.12 11.28 10.94
C 14.14 11.14 9.55
N 15.18 12.32 12.86
O 16.12 12.97 13.29
O 14.40 11.60 13.48
H 14.96 11.70 7.72
H 16.46 13.38 8.55
H 16.53 13.77 11.19
H 13.63 10.58 11.62
H 13.42 10.49 9.03
C 12.15 15.51 20.69
C 13.44 14.93 20.71
C 13.85 14.06 19.71
C 12.93 13.80 18.72
C 11.64 14.31 18.66
C 11.29 15.25 19.65
N 13.36 12.90 17.66
O 14.51 12.50 17.73
O 12.56 12.64 16.80
H 11.82 16.03 21.59
H 14.05 15.08 21.53
H 14.85 13.66 19.77
H 11.04 14.01 17.81
H 10.25 15.64 19.64
C 11.21 15.13 12.62
C 10.35 15.79 13.46
C 9.71 15.21 14.52
C 10.06 13.89 14.68
C 10.95 13.14 13.91
C 11.51 13.79 12.87
N 9.40 13.22 15.79
O 8.54 13.80 16.46
O 9.78 12.13 16.09
H 11.74 15.65 11.84
H 10.13 16.80 13.34
H 9.04 15.83 15.09
H 11.29 12.17 14.18
H 12.32 13.27 12.38
C 14.83 16.45 17.05
C 13.68 16.33 16.24
C 13.81 16.15 14.88
C 15.15 16.04 14.38
C 16.28 16.14 15.19
C 16.14 16.40 16.53
N 15.30 16.02 12.91
O 16.39 15.93 12.42
O 14.28 16.06 12.23
H 14.66 16.77 18.08
H 12.66 16.38 16.60
H 12.95 16.00 14.25
H 17.28 15.99 14.72
H 16.96 16.48 17.22
C 11.65 15.24 8.93
C 10.54 14.50 9.32
C 9.47 15.19 9.90
C 9.58 16.59 10.09
C 10.68 17.37 9.59
C 11.70 16.63 9.07
N 8.52 17.30 10.66
O 8.57 18.51 10.77
O 7.57 16.57 10.91
H 12.51 14.73 8.49
H 10.48 13.42 9.19
H 8.56 14.76 10.27
H 10.72 18.44 9.78
H 12.61 17.02 8.68
*
```

Calculated values
total energy: -23090.4324 Eh
highest occupied orbital energy: -9.852 eV
SMILES: O=[N+]([O-])c1ccccc1.O=[N+]([O-])c1ccccc1.O=[N+]([O-])c1ccccc1.O=[N+]([O-])c1ccccc1.O=[N+]([O-])c1ccccc1.BrCCBr.BrCCBr.BrCCBr.BrCCBr
frontier orbital gap: 8.87 eV

Atom charges from the Mulliken analysis, given in e for atoms 1 to 2:
1. Br -0.128
2. C -0.543

---

(2)
Here is the molecule C5H10N2O in a non-equilibrium geometry from the OMol25 dataset. Energies are from the ωB97M-V functional and the def2-TZVPD basis.

```
! wB97M-V def2-TZVPD RIJCOSX def2/J DEFGRID3
* xyz 0 1
C -0.11 -0.13 1.90
C -1.32 -0.98 -0.65
C 0.70 1.83 -0.22
C 0.13 -0.50 -0.61
N 0.94 -1.34 -1.42
C 0.25 0.93 -1.06
O 0.68 -0.47 0.79
N 1.14 2.74 0.46
H 0.90 -2.30 -1.11
H 1.91 -1.02 -1.41
H 0.53 3.46 0.83
H 0.18 1.12 -2.12
H -0.70 0.78 1.72
H -0.79 -0.93 2.19
H 0.57 0.09 2.72
H -1.63 -1.05 -1.69
H -1.40 -1.97 -0.18
H -1.98 -0.28 -0.14
*
```

Calculated values
total energy: -381.2031 Eh
highest occupied orbital energy: -8.771 eV
SMILES: CO[C@](C)(N)C=C=N
frontier orbital gap: 9.69 eV

Atom charges from the Mulliken analysis, given in e for atoms 1 to 2:
1. C -0.732
2. C -1.611

---

(3)
Here is a cluster of 2 separate species, C8H12N2S in total from the OMol25 dataset. Energies are from the ωB97M-V functional and the def2-TZVPD basis.

```
! wB97M-V def2-TZVPD RIJCOSX def2/J DEFGRID3
* xyz 0 1
C 3.19 -2.14 0.25
C 2.43 -1.26 0.94
C 3.44 -0.27 -0.75
C 1.94 1.09 0.72
C -2.69 0.33 -1.52
C -2.74 -0.87 0.71
C -1.92 1.46 0.55
C -2.42 0.39 -0.04
N 3.82 -1.50 -0.80
N 2.57 -0.03 0.30
S 2.19 2.46 -0.24
H 3.35 -3.18 0.42
H 1.80 -1.37 1.79
H 3.74 0.50 -1.43
H -2.63 1.32 -1.97
H -1.95 -0.31 -2.01
H -3.67 -0.09 -1.71
H -3.77 -1.17 0.52
H -2.09 -1.68 0.37
H -2.59 -0.74 1.78
H -1.69 2.35 0.00
H -1.72 1.48 1.61
H 1.41 3.25 0.51
*
```

Calculated values
total energy: -819.6252 Eh
highest occupied orbital energy: -8.899 eV
frontier orbital gap: 8.67 eV

Atom charges from the Mulliken analysis, given in e for atoms 1 to 2:
1. C -0.470
2. C -0.269

---

(4)
Here is a cluster of 14 separate species, H27O14 in total in a non-equilibrium geometry from the OMol25 dataset. Energies are from the ωB97M-V functional and the def2-TZVPD basis.

```
! wB97M-V def2-TZVPD RIJCOSX def2/J DEFGRID3
* xyz -1 1
O 4.34 -0.98 1.67
H -0.78 -0.87 0.52
O -0.84 -0.75 -2.05
H -2.36 0.08 1.84
H -1.83 3.76 2.63
O 0.09 -3.36 -1.46
H -2.65 2.61 2.05
H 1.48 -4.34 0.21
O 1.89 -4.53 1.06
H -3.96 1.74 0.20
H 1.55 -3.85 1.64
O -3.21 2.21 0.57
H 4.53 -0.16 2.12
H -0.26 -0.57 -1.25
O -2.32 -0.35 2.70
H 1.87 -2.76 -1.72
H -0.42 1.63 3.28
O 2.10 -2.01 -2.29
H -0.07 0.53 0.22
H -3.11 -0.89 2.80
O -2.20 2.93 2.87
H 0.03 -2.48 -1.88
H -0.78 1.54 -2.95
O -0.89 1.68 -0.16
H -0.49 2.52 -0.36
H -0.44 -3.94 -2.01
O 1.81 -0.35 2.48
H 1.00 -0.26 1.92
H 2.06 0.57 2.57
O 0.32 2.19 3.04
H 2.55 -1.42 -1.68
H 3.45 -1.22 2.01
O 0.10 -0.49 0.39
H 1.42 0.87 -3.99
H -0.22 2.92 2.70
O -1.49 1.32 -3.58
H -2.41 1.86 0.03
H -1.00 1.69 -4.33
O 1.63 1.54 -4.66
H -1.46 -0.05 -1.81
H 0.96 1.41 -5.34
*
```

Calculated values
total energy: -1069.6077 Eh
highest occupied orbital energy: -6.495 eV
frontier orbital gap: 9.18 eV

Atom charges from the Mulliken analysis, given in e for atoms 1 to 2:
1. O -0.645
2. H 0.252

---

(5)
Here is a structure of composition C27H33KN8O6S2 from the OMol25 dataset. Energies are from the ωB97M-V functional and the def2-TZVPD basis.

```
! wB97M-V def2-TZVPD RIJCOSX def2/J DEFGRID3
* xyz -2 1
K 0.99 0.47 0.15
N 4.01 -1.57 4.55
C 3.25 -0.67 3.76
S 2.66 -1.31 2.26
N 3.11 0.50 4.28
N 2.28 1.40 3.65
C 2.85 2.16 2.81
C 2.13 3.24 2.09
C 2.59 3.61 0.83
C 1.91 4.59 0.12
C 0.81 5.18 0.71
C 0.43 4.75 1.98
N 1.06 3.80 2.67
H 4.51 -2.22 3.97
H 4.60 -1.07 5.20
H 3.90 2.02 2.54
H 3.45 3.12 0.40
H 2.23 4.84 -0.89
H 0.24 5.94 0.21
H -0.44 5.19 2.46
O 4.82 2.73 -4.71
C 3.93 2.30 -3.99
C 3.60 0.86 -3.75
O 4.19 -0.11 -4.22
C 2.46 0.83 -2.83
C 2.08 2.18 -2.49
O 1.14 2.48 -1.71
C 2.99 3.12 -3.16
O 2.99 4.35 -3.04
O 1.89 -0.20 -2.37
C -4.21 -2.11 0.48
C -4.76 -1.07 -0.49
N -5.65 -0.10 0.13
C -6.99 -0.58 0.46
C -7.97 -0.40 -0.68
C -5.45 1.24 0.22
O -6.36 2.00 0.55
C -4.10 1.80 -0.12
C -4.02 2.93 -0.92
C -2.78 3.46 -1.21
C -1.65 2.85 -0.68
N -1.72 1.79 0.13
C -2.91 1.28 0.39
H -3.54 -2.80 -0.04
H -5.02 -2.69 0.93
H -3.63 -1.65 1.28
H -5.32 -1.58 -1.29
H -3.94 -0.54 -0.98
H -7.33 -0.05 1.35
H -6.90 -1.64 0.72
H -8.08 0.66 -0.91
H -8.95 -0.80 -0.41
H -7.63 -0.92 -1.58
H -4.94 3.38 -1.29
H -2.67 4.32 -1.86
H -0.65 3.20 -0.93
H -2.93 0.42 1.04
C 4.06 -3.06 -2.18
C 3.33 -2.53 -0.96
N 1.87 -2.58 -1.13
C 0.96 -3.11 -0.32
S -0.64 -2.52 -0.28
N 1.25 -4.15 0.49
C 2.32 -5.13 0.39
C 3.23 -5.13 1.62
H 5.14 -3.00 -2.02
H 3.81 -2.45 -3.05
H 3.80 -4.10 -2.39
H 3.58 -1.48 -0.82
H 3.61 -3.03 -0.03
H 1.55 -1.84 -1.74
H 0.50 -4.36 1.12
H 2.89 -4.93 -0.52
H 1.87 -6.12 0.26
H 3.61 -4.13 1.81
H 4.05 -5.83 1.48
H 2.67 -5.43 2.50
*
```

Calculated values
total energy: -3334.6256 Eh
highest occupied orbital energy: -1.370 eV
frontier orbital gap: 5.21 eV

Atom charges from the Mulliken analysis, given in e for atoms 1 to 2:
1. K 0.846
2. N -0.538

---

(6)
Here is a cluster of 8 separate species, C24H63O23P5 in total in a non-equilibrium geometry from the OMol25 dataset. Energies are from the ωB97M-V functional and the def2-TZVPD basis.

```
! wB97M-V def2-TZVPD RIJCOSX def2/J DEFGRID3
* xyz 0 1
C 2.37 50.72 22.23
C 2.04 49.77 23.36
O 2.01 48.50 23.18
C 2.11 50.36 24.90
H 2.46 50.46 21.20
H 3.23 51.21 22.35
H 1.88 51.50 22.24
H 2.28 51.37 24.92
H 2.78 49.58 25.32
H 1.18 50.03 25.30
C 1.01 44.85 24.58
C 1.80 43.63 25.13
O 1.50 42.52 24.52
C 2.58 43.81 26.25
H 1.57 45.69 24.36
H 0.45 45.08 25.40
H 0.54 44.68 23.46
H 2.95 42.68 26.59
H 2.06 44.38 26.80
H 3.35 44.42 26.01
C 1.74 39.50 29.39
C 0.65 40.54 29.36
O 0.07 40.91 30.36
C 0.34 41.09 27.92
H 1.58 38.67 28.98
H 1.74 39.07 30.39
H 2.67 39.78 28.90
H -0.32 40.59 27.47
H 1.17 41.73 27.50
H -0.28 41.87 28.17
C 5.92 44.60 31.16
O 4.98 45.10 32.21
P 3.44 44.82 32.05
O 2.93 45.09 30.72
O 3.36 43.25 32.25
C 3.07 42.31 31.15
O 2.50 45.23 33.28
C 1.28 45.86 33.07
H 6.73 45.35 31.32
H 5.45 44.55 30.08
H 6.22 43.56 31.42
H 3.01 41.17 31.55
H 3.91 42.61 30.41
H 2.18 42.43 30.56
H 0.48 45.79 33.85
H 0.83 45.46 32.20
H 1.46 46.77 32.68
C 2.47 47.09 27.28
O 1.61 46.34 28.04
P 0.57 46.96 29.14
O -0.48 47.74 28.43
O -0.21 45.80 30.00
C -0.17 44.47 29.36
O 1.46 48.03 29.97
C 0.80 49.16 30.65
H 3.67 46.90 27.72
H 2.55 48.26 27.50
H 2.44 46.75 26.29
H 0.85 44.04 29.79
H -0.24 44.43 28.25
H -1.00 43.85 29.89
H 1.22 49.98 30.43
H 1.15 48.95 31.69
H -0.38 49.06 30.52
C 5.41 50.41 34.95
O 4.50 50.02 33.85
P 3.58 48.71 34.01
O 2.12 48.95 34.12
O 3.86 47.88 32.70
C 4.08 48.46 31.47
O 4.11 47.90 35.45
C 3.26 47.19 36.32
H 5.99 51.29 34.62
H 5.94 49.53 35.12
H 4.81 50.63 35.72
H 3.23 49.34 31.16
H 3.98 47.84 30.62
H 5.23 48.95 31.45
H 3.05 48.04 37.06
H 3.78 46.38 36.71
H 2.59 46.76 35.59
C 1.82 50.60 36.95
O 1.85 51.23 35.75
P 0.53 51.38 34.77
O -0.04 52.68 35.05
O 0.76 51.34 33.15
C 2.00 52.04 32.67
O -0.64 50.30 35.26
C -1.35 49.52 34.17
H 1.18 49.78 36.89
H 1.50 51.35 37.62
H 2.87 50.57 37.41
H 2.73 51.54 33.09
H 1.97 53.14 32.82
H 2.02 51.68 31.68
H -1.43 50.10 33.22
H -2.40 49.30 34.28
H -0.76 48.91 33.90
C 3.68 51.38 28.02
O 4.61 50.53 28.80
P 5.73 49.66 27.96
O 4.99 48.98 26.85
O 6.84 50.51 27.35
C 6.90 50.73 25.88
O 6.39 48.55 28.86
C 6.62 47.18 28.53
H 3.05 52.05 28.89
H 3.09 50.63 27.41
H 4.27 51.96 27.36
H 7.31 51.79 25.69
H 5.95 50.75 25.52
H 7.56 49.94 25.62
H 7.27 47.04 28.00
H 5.97 46.79 27.86
H 6.84 46.72 29.37
*
```

Calculated values
total energy: -4389.2349 Eh
highest occupied orbital energy: -9.312 eV
SMILES: COP(=O)(OC)OC.COP(=O)(OC)OC.COP(=O)(OC)OC.COP(=O)(OC)OC.COP(=O)(OC)OC.CC(C)=O.CC(C)=O.CC(C)=O
frontier orbital gap: 9.53 eV

Atom charges from the Mulliken analysis, given in e for atoms 1 to 2:
1. C -1.868
2. C 0.723

---

> What is the formula in the first record?

C38H41Br8N5O10